Here is 3 unconnected molecules or ions with the total composition C17H51N8O6P4S in a non-equilibrium geometry from the Open Molecules 2025 dataset. Energies are from the ωB97M-V functional and the def2-TZVPD basis.

Structure (XYZ):
```
87
Properties=species:S:1:pos:R:3:forces:R:3
O 1.7434 -1.3167 -1.8102 1.0 -4.2 -0.9
P 2.1334 -2.6746 -2.5418 -1.4 4.2 0.6
C 1.1986 -4.2174 -1.8809 -1.3 -1.1 -0.4
C 0.3762 -3.9705 -0.4845 -1.3 0.2 -2.2
N 1.3820 -3.6296 0.5927 -0.2 1.1 -0.1
P 0.4787 -3.6274 2.1591 -3.3 -4.9 3.6
O 0.2053 -5.0993 2.6774 1.6 4.9 -2.1
C 2.6168 -4.5096 0.6159 2.4 -1.6 1.5
C 4.0207 -3.6026 0.5458 -0.6 -1.5 -0.6
S 4.1091 -2.3401 1.9719 5.5 1.0 4.5
O 5.3043 -1.3821 1.7535 -4.6 -3.3 -0.2
O 4.1826 -3.0631 3.3628 -1.3 1.9 -5.4
C 2.5942 -5.7558 -0.4485 1.0 -0.8 0.8
N 2.1385 -5.4017 -1.8462 -2.0 -0.5 0.9
H 3.5737 -2.9169 -2.5838 -1.2 -0.3 0.1
H 1.7444 -2.4892 -3.9467 0.5 -0.8 1.1
H 0.3764 -4.4705 -2.7089 1.7 0.8 1.8
H -0.3770 -3.0735 -0.6478 1.8 -1.7 0.6
H -0.2679 -4.8958 -0.1602 1.6 1.6 -0.6
H 1.6799 -2.6418 0.4370 -0.2 -0.4 -0.5
H 1.1277 -2.7688 3.1232 0.2 -0.4 -1.0
H -0.8145 -3.0181 1.8693 1.3 0.1 -0.3
H 2.6439 -5.0025 1.7027 -0.1 0.9 -2.4
H 4.8980 -4.3771 0.7678 -1.8 1.9 -0.3
H 4.2002 -3.1186 -0.5043 -0.3 -0.5 2.2
H 2.9305 -1.5529 2.0192 0.8 -0.8 -0.6
H 3.7167 -6.1530 -0.5330 -2.4 1.0 0.4
H 1.9775 -6.6773 -0.0089 1.2 2.3 -0.7
H 1.5369 -6.2278 -2.1440 1.3 1.4 0.3
O -2.8137 -1.2038 2.8178 2.0 -1.2 3.7
P -3.6521 -0.2278 3.6790 -3.5 1.4 -7.5
N -5.1261 -0.9591 3.2091 -1.0 -1.3 -0.1
C -6.4117 -0.3110 2.9912 -0.1 0.4 0.4
C -5.3685 -2.2330 3.8872 0.5 -0.5 -0.3
N -3.2682 1.0849 2.6223 0.9 1.7 -0.8
C -3.9359 1.2275 1.3331 -0.3 -0.1 0.0
C -1.8220 1.2397 2.3951 -0.1 -0.1 0.4
N -4.6160 0.8943 4.6691 1.7 0.1 3.0
C -4.8424 2.3093 4.3811 0.4 0.5 -0.5
C -4.1675 0.7809 6.0626 -0.5 -0.2 0.7
H -6.9140 -0.0513 3.9293 -0.1 0.0 0.0
H -7.0829 -0.9769 2.4349 0.3 -0.2 0.1
H -6.3414 0.5866 2.3846 0.2 0.1 0.1
H -5.6931 -2.0754 4.9205 -0.2 -0.1 0.1
H -4.4612 -2.8470 3.9103 0.0 0.2 0.0
H -6.1299 -2.8289 3.3675 0.1 0.3 0.1
H -3.9861 0.2785 0.7890 -0.1 0.0 -0.1
H -3.4277 1.9578 0.6907 0.2 -0.2 0.3
H -4.9402 1.6305 1.4501 -0.1 -0.2 0.0
H -1.4512 0.5382 1.6378 0.1 0.0 0.0
H -1.2583 1.0646 3.3176 0.0 0.0 -0.1
H -1.5851 2.2553 2.0610 -0.2 0.0 0.1
H -3.9123 2.8862 4.3504 -0.2 0.0 -0.1
H -5.4817 2.7600 5.1512 0.1 -0.5 0.2
H -5.3907 2.4510 3.4479 0.3 -0.2 0.0
H -3.1772 1.2293 6.1964 -0.1 0.1 0.2
H -4.1029 -0.2730 6.3565 0.1 -0.1 -0.1
H -4.8712 1.2570 6.7558 0.1 0.0 -0.2
O 2.6265 1.5764 -4.9992 -3.8 -2.3 0.8
P 1.9755 2.5178 -3.9565 7.1 4.2 -2.0
N 1.9411 3.8320 -5.0520 -0.5 0.8 -1.5
C 2.1245 5.2452 -4.7530 -0.3 0.1 0.4
C 0.8750 3.7126 -6.0473 0.2 -0.6 -0.5
N 3.4322 2.5477 -3.0268 1.3 -0.3 1.5
C 4.5697 3.3599 -3.4445 -0.1 0.3 -0.3
C 3.9386 1.2039 -2.7031 -0.4 -0.1 0.0
N 1.2271 3.6001 -2.7578 -2.6 -1.9 1.5
C 1.8912 4.1649 -1.5846 0.6 -0.2 0.3
C -0.0365 2.9961 -2.3171 -0.7 0.4 -0.1
H 1.2397 5.6931 -4.2880 -0.1 0.1 0.0
H 2.3277 5.8048 -5.6744 -0.1 -0.4 0.0
H 2.9792 5.4400 -4.1127 0.0 -0.2 0.1
H -0.1001 3.9556 -5.6134 -0.2 0.2 -0.1
H 0.8200 2.6939 -6.4470 0.1 0.1 0.2
H 1.0500 4.3715 -6.9077 0.0 0.0 0.3
H 4.7806 3.2531 -4.5137 0.1 0.1 0.0
H 5.4814 3.0967 -2.8933 -0.3 -0.3 0.0
H 4.4124 4.4113 -3.2104 -0.1 0.1 -0.2
H 4.4966 0.7662 -3.5399 -0.1 0.0 0.0
H 3.1169 0.5231 -2.4566 0.1 0.1 -0.1
H 4.6025 1.2353 -1.8327 -0.1 0.2 0.0
H 2.2547 3.3953 -0.8959 0.1 0.2 0.0
H 1.1988 4.8057 -1.0233 -0.3 -0.2 -0.4
H 2.7153 4.8244 -1.8627 0.0 -0.3 -0.1
H 0.1439 2.1223 -1.6817 -0.2 0.0 0.2
H -0.6232 2.6680 -3.1829 0.1 -0.1 -0.1
H -0.6601 3.7128 -1.7694 0.2 -0.1 0.0
```
Forces are in eV/Å.

## Properties
Total charge ... +1
HOMO-LUMO gap ... 6.1 eV
Highest occupied orbital energy ... -9.55 eV
LUMO energy ... -0.128 Ha
E ... -3330.7137 hartree

---

Here is a molecular structure, C17H52AsF6N4O9 in a non-equilibrium geometry from the Open Molecules 2025 dataset. Energies are from the ωB97M-V functional and the def2-TZVPD basis.

Structure (XYZ):
```
89
Properties=species:S:1:pos:R:3:forces:R:3
As 29.2642 9.1961 -2.6832 0.9 0.9 -1.4
F 30.2278 10.6394 -2.9384 -0.3 -0.6 0.4
F 30.6623 8.3318 -2.0849 -0.2 0.2 0.5
F 28.2863 7.7796 -2.3963 0.0 0.3 0.0
F 27.9183 10.0119 -3.4578 0.0 -0.4 0.5
F 29.7408 8.6536 -4.2718 -0.4 -0.2 0.3
F 28.8496 9.7785 -1.0871 0.0 -0.3 -0.4
C 25.1411 11.4752 -4.6861 0.1 -0.8 -0.1
O 25.9613 11.8258 -3.5908 0.1 -0.3 -0.3
H 25.0730 10.3806 -4.7701 -0.1 0.0 0.0
H 24.1184 11.8232 -4.5394 0.1 0.3 0.0
H 25.5444 11.8141 -5.6467 -0.1 0.3 0.1
H 26.6881 11.1702 -3.5966 -0.3 0.7 0.3
C 33.7075 9.3269 -3.9636 0.5 0.7 0.5
O 33.8206 9.2302 -5.3799 0.1 -0.2 0.3
H 32.7673 8.9374 -3.5769 -0.1 -0.1 -0.2
H 34.5521 8.8722 -3.4363 -0.1 -0.4 -0.2
H 33.7935 10.3742 -3.6627 -0.3 0.1 -0.2
H 34.5086 8.5857 -5.5544 -0.1 0.0 -0.2
C 27.8640 9.6664 -7.1503 -0.7 0.0 -0.4
O 28.8645 9.9041 -8.1394 -0.1 0.1 0.3
H 28.2277 9.1251 -6.2766 0.1 0.0 -0.1
H 27.4112 10.6005 -6.8186 0.5 0.2 0.0
H 27.0296 9.1397 -7.6288 0.0 -0.3 0.3
H 28.8855 9.1096 -8.6770 0.2 0.0 0.0
C 26.5303 7.2966 0.9592 -0.4 -0.9 0.1
O 26.0378 6.8609 1.9991 0.3 0.4 -0.4
N 27.8139 7.7249 0.8595 0.6 0.2 0.7
N 25.8586 7.3090 -0.2263 -0.1 0.3 -0.5
H 28.3392 7.7395 1.7152 -0.1 0.0 0.0
H 28.2746 8.0338 0.0228 -0.3 0.0 -0.2
H 24.9722 6.8556 -0.3232 -0.1 0.0 0.3
H 26.2477 7.7529 -1.0390 0.1 -0.1 -0.1
C 32.5711 6.7293 0.4075 0.3 -1.7 1.3
O 33.3451 6.0913 1.1373 -0.2 1.0 -0.5
N 31.4093 7.2550 0.8673 -0.7 0.7 -1.0
N 32.7553 6.7946 -0.9383 0.5 0.0 0.4
H 30.7972 7.6427 0.1685 -0.1 0.2 0.2
H 31.1307 7.3270 1.8222 0.4 -0.3 0.3
H 32.1231 7.2578 -1.5707 0.3 0.1 0.0
H 33.6795 6.4747 -1.1705 -0.2 0.1 -0.6
C 32.7695 13.4407 -3.1164 -1.6 -1.2 0.6
C 32.6931 14.3571 -4.3056 1.6 0.4 -1.0
C 33.6179 15.5569 -4.1371 -0.2 0.4 0.2
O 33.1638 13.6132 -5.4373 -0.1 -1.1 0.0
H 33.6698 12.8388 -3.0019 0.4 0.5 -0.3
H 31.9827 12.6804 -3.2032 0.0 0.0 -0.2
H 32.5254 13.9027 -2.1558 0.2 0.4 -0.1
H 31.6830 14.6736 -4.5820 -0.1 0.1 0.6
H 34.6329 15.2771 -3.8473 -0.1 -0.3 0.1
H 33.2284 16.2265 -3.3655 0.1 0.1 -0.1
H 33.7227 16.1067 -5.0771 -0.2 0.1 0.1
H 33.6564 14.1290 -6.0746 -0.1 0.5 0.1
C 28.0885 16.2958 -2.3606 -0.2 0.5 1.0
C 29.0418 15.2263 -2.8533 -1.3 0.1 -0.4
C 28.8480 13.8892 -2.1563 -0.2 -0.2 0.0
O 28.7773 15.0595 -4.2636 0.6 0.1 0.2
H 28.3424 16.5687 -1.3305 0.0 0.1 -0.1
H 27.0377 15.9909 -2.3092 0.1 -0.4 -0.2
H 28.0996 17.2049 -2.9646 0.3 -0.1 -0.1
H 30.0532 15.6156 -2.7235 0.2 -0.3 -0.3
H 27.8138 13.5378 -2.2159 -0.1 0.2 -0.3
H 29.0489 13.9194 -1.0833 0.4 0.1 -0.1
H 29.4498 13.1350 -2.6629 0.2 -0.1 0.3
H 27.8342 15.2209 -4.3598 0.0 -0.2 -0.2
C 29.1260 4.6948 -4.4171 0.2 -0.1 1.3
C 28.2665 4.7157 -5.6572 0.1 -0.6 -0.2
C 28.6528 5.8171 -6.6199 -0.4 0.7 0.4
O 28.3771 3.4368 -6.3111 -0.2 -0.1 -0.1
H 29.3182 5.6644 -3.9511 0.2 0.2 -0.6
H 30.0614 4.1598 -4.5938 0.1 0.3 -0.2
H 28.6749 4.1615 -3.5743 -0.3 -0.3 -0.4
H 27.2156 4.7635 -5.3612 0.0 0.2 -0.2
H 28.1233 5.7537 -7.5710 0.1 -0.3 -0.1
H 29.7355 5.8420 -6.7613 0.0 0.0 -0.1
H 28.3575 6.7771 -6.1870 0.2 0.0 0.0
H 29.1805 3.4451 -6.8419 0.0 0.0 0.1
C 28.6760 12.1614 1.5811 0.0 -0.1 0.2
C 29.9379 11.3106 1.7115 -0.3 1.5 -0.3
C 31.0758 12.0261 1.0130 0.1 0.0 -0.5
O 30.2804 11.1669 3.0952 -0.2 -0.5 -0.2
H 28.5229 12.5181 0.5635 -0.2 -0.5 -0.1
H 28.7818 13.0767 2.1688 0.0 -0.2 0.3
H 27.8230 11.5684 1.9186 -0.2 0.3 0.0
H 29.7549 10.3535 1.2166 0.2 -0.1 0.2
H 31.3952 12.9512 1.4987 0.2 -0.4 0.7
H 30.7512 12.4383 0.0533 -0.1 -0.6 -0.2
H 31.8757 11.3068 0.8414 0.4 0.4 0.1
H 29.5139 10.7539 3.5111 0.2 0.0 0.1
```
Forces are in eV/Å.

## Properties
Total charge ... -1
HOMO-LUMO gap ... 10.0 eV
Highest occupied orbital energy ... -7.52 eV
LUMO energy ... 0.090 Ha
E ... -4410.3135 hartree

---

Here is a molecular structure, C17H52BF4N2O11Pt in a non-equilibrium geometry from the Open Molecules 2025 dataset. Energies are from the ωB97M-V functional and the def2-TZVPD basis.

Structure (XYZ):
```
88
Properties=species:S:1:pos:R:3:forces:R:3
Pt 15.1461 7.3900 -10.5524 -1.5 0.9 -1.0
B 13.5896 9.3222 -8.1508 -0.3 1.1 0.5
F 12.6106 9.6839 -9.0686 0.0 -0.1 -0.2
F 14.4054 8.3068 -8.7432 0.5 -0.3 0.2
F 14.3885 10.4347 -7.8278 -0.4 -0.7 -0.4
F 13.0786 8.7768 -7.0068 -0.5 -0.2 0.2
C 17.4346 7.8593 -8.6527 0.1 -0.8 0.8
C 17.3914 6.3364 -8.6602 0.5 1.1 0.3
O 16.0783 5.9603 -9.1255 1.1 -0.9 0.8
O 17.0255 8.3909 -9.9349 1.3 -0.1 0.8
H 18.4457 8.1580 -8.3736 0.0 0.2 -0.4
H 16.7842 8.2170 -7.8520 -0.2 0.1 -0.2
H 17.5651 6.0234 -7.6283 -0.4 -0.1 0.1
H 18.2012 5.8788 -9.2325 -0.3 0.1 -0.5
H 15.9465 5.0708 -8.7731 -0.6 0.0 -0.4
H 17.5890 9.1644 -10.0632 -0.5 0.2 -0.5
C 16.2714 13.2186 -7.1192 -1.8 -1.0 -0.2
C 15.1485 13.8762 -7.9298 0.1 0.8 -0.2
O 13.8763 13.2924 -7.7361 -0.4 -0.3 0.3
O 16.5306 11.9245 -7.6571 0.8 -0.4 -0.4
H 15.8716 13.0826 -6.1085 0.2 0.3 0.2
H 17.1972 13.7851 -7.0790 0.0 0.0 -0.2
H 15.3684 13.8862 -9.0030 0.4 -0.1 0.0
H 14.9764 14.9153 -7.6340 0.4 0.0 0.1
H 13.7554 12.4986 -8.2629 0.3 -0.1 0.0
H 15.7514 11.3340 -7.6831 0.5 1.0 0.4
C 11.0161 9.7335 -12.0296 -0.9 -0.3 -0.9
C 10.3249 8.6513 -11.2234 0.5 -1.1 1.1
O 9.6194 7.5995 -11.8821 0.3 0.7 -0.9
O 12.0862 9.1927 -12.8408 -1.7 -0.3 -1.0
H 11.4586 10.4925 -11.3870 -0.2 -0.1 0.1
H 10.3296 10.1623 -12.7653 -0.2 0.4 0.5
H 9.6519 9.0530 -10.4677 0.1 0.5 -0.2
H 11.1338 8.1517 -10.6694 0.0 0.3 0.4
H 10.1802 6.8114 -11.8878 -0.2 0.2 0.1
H 11.6398 8.7685 -13.5819 0.1 -0.1 -0.1
C 15.6273 9.2925 -4.7588 0.4 0.6 -0.3
O 15.2843 8.1299 -5.4700 0.7 -1.1 -0.3
H 14.7267 9.8411 -4.4804 0.2 0.1 0.4
H 16.2677 9.0226 -3.9183 -0.6 -0.3 0.3
H 16.3077 9.9574 -5.3101 -0.4 0.1 -0.4
H 14.6263 8.2634 -6.1581 -0.1 0.5 0.4
C 9.4815 10.9925 -7.6901 0.6 0.7 0.0
O 10.1186 11.0305 -8.9640 -0.4 -0.1 -0.5
H 9.7422 11.9227 -7.1750 0.0 -0.2 0.4
H 8.3982 11.0077 -7.7922 0.1 -0.3 -0.3
H 9.8242 10.1184 -7.1341 -0.2 0.1 0.2
H 11.0393 10.7764 -8.8546 0.0 0.0 0.1
C 12.8788 12.3638 -4.8133 0.4 -1.1 0.0
O 13.2348 12.8897 -3.5536 0.3 0.5 0.1
H 12.4375 11.3691 -4.6767 -0.5 0.1 -0.2
H 12.2854 12.9991 -5.4706 -0.1 0.2 0.3
H 13.8068 12.1472 -5.3427 0.1 0.3 0.0
H 12.4709 13.1148 -3.0187 -0.2 -0.1 -0.2
C 15.8029 9.5788 -13.4362 0.9 -0.1 0.5
C 15.0798 10.0955 -12.2195 -0.1 1.0 1.1
C 14.3374 11.4386 -12.4430 -0.5 -2.0 -1.1
O 13.5634 11.7471 -11.3207 0.3 0.1 0.0
C 12.7948 12.9302 -11.4842 -0.1 0.4 1.1
N 14.1742 9.0576 -11.6608 0.9 1.2 -0.1
H 15.2517 8.9926 -14.1708 -0.5 0.2 0.2
H 16.5624 8.9050 -13.0251 0.2 0.0 -0.4
H 16.2965 10.4014 -13.9545 0.1 -0.1 0.0
H 15.7695 10.3728 -11.4124 0.4 -0.4 -0.2
H 13.6457 11.1893 -13.2617 0.1 0.8 -0.4
H 15.1011 12.1629 -12.7324 -0.3 0.4 0.1
H 13.4493 13.7953 -11.6121 0.0 0.0 -0.3
H 12.2896 13.0670 -10.5291 -0.1 0.1 0.0
H 12.0117 12.8940 -12.2451 0.3 -0.3 -0.3
H 13.5031 8.9301 -12.4349 0.4 -1.0 0.4
H 13.5432 9.6418 -11.0914 0.4 -0.6 0.8
C 12.4842 5.6655 -8.5985 0.3 0.6 1.0
C 12.8646 5.1528 -9.9757 -1.2 0.7 1.0
C 11.7450 4.3497 -10.6847 0.5 -0.5 -0.4
O 10.9443 5.1181 -11.5720 0.6 0.0 0.5
C 10.1997 4.3052 -12.4489 -0.4 0.1 -1.7
N 13.2648 6.3098 -10.8143 -0.1 -1.3 -1.6
H 11.9756 4.9774 -7.9232 0.0 -0.4 -0.4
H 11.8608 6.5637 -8.5941 -0.1 0.0 -0.4
H 13.3835 5.9714 -8.0567 0.0 0.0 -0.1
H 13.7497 4.5253 -9.8742 -0.1 -0.2 -0.2
H 11.0952 3.8301 -9.9795 0.1 0.0 0.2
H 12.2794 3.5984 -11.2774 -0.2 -0.2 -0.1
H 10.8058 3.6907 -13.1262 0.5 -0.1 0.5
H 9.7283 4.9826 -13.1637 -0.4 0.1 0.4
H 9.4465 3.6539 -12.0044 0.1 0.2 0.5
H 13.3288 5.8461 -11.7280 0.4 0.4 -0.2
H 12.4479 6.8959 -10.9990 0.2 0.3 0.5
```
Forces are in eV/Å.

## Properties
Total charge ... +1
HOMO-LUMO gap (spin up / spin down) ... 8.1 / 6.1 eV
Multiplicity ... 3
Highest occupied orbital energy (spin up / spin down) ... -11.30 / -11.30 eV
Expectation value of S² ... 2.003
LUMO energy (spin up / spin down) ... -0.118 / -0.190 Ha
E ... -2159.4843 hartree